Arrangement one

C2H2Cl2O2S | ωB97M-V/def2-TZVPD

```
! wB97M-V def2-TZVPD RIJCOSX def2/J DEFGRID3
* xyz 0 1
C -0.36 -0.61 0.18
C -0.22 0.57 0.50
O 2.06 -2.86 -1.54
O 3.16 -0.66 -1.21
S 1.94 -1.42 -1.50
Cl -1.13 1.61 1.67
Cl 1.60 -0.86 -3.62
H -0.52 -1.59 -0.13
H 0.50 1.14 0.08
*
```

As for the gap between HOMO and LUMO (alpha / beta): 8.77 / 5.78 eV. The value obtained for the HOMO energy (alpha / beta) is -10.9 / -9.8 eV.

***

Arrangement two

C2H2Cl2O2S | ωB97M-V/def2-TZVPD

```
! wB97M-V def2-TZVPD RIJCOSX def2/J DEFGRID3
* xyz 0 1
C 0.90 1.39 -0.73
C -1.14 -1.28 -0.52
O -2.07 -1.24 0.55
O 0.76 1.52 0.45
S -1.19 0.05 0.71
Cl 0.45 -2.21 -0.23
Cl 0.12 -0.47 2.20
H 1.97 1.54 -1.22
H 0.19 0.69 -1.21
*
```

As for the gap between HOMO and LUMO: 8.30 eV. The value obtained for the HOMO energy is -9.0 eV.

***

Short version: arrangement one is the most stable of them.